one) Below is one molecule with the formula C6H9NO, with properties calculated with ωB97M-V/def2-TZVPD.

Cartesian coordinates (Å):
1 C -0.74 -0.99 0.55
2 C -2.26 -0.10 -0.74
3 C 1.83 -0.08 -0.77
4 C 1.12 0.85 0.27
5 C -0.44 0.52 0.61
6 C -1.47 0.91 -0.48
7 H -1.02 -1.37 1.52
8 H 0.10 -1.66 0.28
9 H -3.15 -0.11 -1.28
10 H 1.82 0.24 -1.90
11 H 1.27 1.84 -0.12
12 H 1.67 0.72 1.21
13 H -0.41 0.98 1.71
14 H -1.57 1.93 -0.74
15 H 2.60 -1.27 0.55
16 N 2.58 -1.07 -0.48
17 O -1.93 -1.33 -0.20

Output
LUMO energy, eV: 0.87
E_HOMO, eV: -8.781
Kohn-Sham gap, eV: 9.646

Here are the Mulliken charges for atoms 1 to 2, given in e: -0.6013, -0.4758

two) Below is a 2-piece molecular cluster, C6H9NO overall, with properties calculated with ωB97M-V/def2-TZVPD.

Cartesian coordinates (Å):
1 C -2.46 1.34 -0.30
2 C -2.46 -0.04 0.36
3 C -1.24 -1.05 -0.13
4 C 0.04 -0.76 -0.51
5 C 1.26 -1.49 -0.27
6 C 1.96 0.72 0.44
7 H -1.50 1.69 -1.04
8 H -3.21 1.88 0.26
9 H -3.31 -0.33 1.62
10 H -1.68 -1.74 -0.66
11 H -1.00 -1.46 0.85
12 H 0.45 0.04 -1.23
13 H 2.10 -1.59 -0.99
14 H 1.22 -2.48 0.35
15 H 2.83 0.33 0.95
16 N 0.96 -0.32 0.58
17 O 1.85 1.70 -0.21

Output
LUMO energy, eV: 0.66
E_HOMO, eV: -9.242
Kohn-Sham gap, eV: 9.900

Here are the Mulliken charges for atoms 1 to 2, given in e: -0.5998, -0.2867

three) Below is one molecule with the formula C6H9NO, with properties calculated with ωB97M-V/def2-TZVPD.

Cartesian coordinates (Å):
1 C 2.32 -0.23 -0.11
2 C 1.03 0.40 0.62
3 C -1.07 0.64 -0.32
4 C -2.37 -0.08 -0.03
5 C -0.98 -0.70 0.39
6 C 0.93 -0.69 -0.42
7 H 2.76 0.25 -0.98
8 H 2.93 -0.82 0.71
9 H 1.21 0.35 1.73
10 H 0.48 2.28 -0.46
11 H -0.80 0.67 -1.39
12 H -2.88 -0.68 -0.80
13 H -3.23 -0.30 0.76
14 H -1.03 -0.76 1.51
15 H 0.63 -0.21 -1.48
16 N 0.06 1.56 0.23
17 O 0.01 -1.67 0.04

Output
LUMO energy, eV: 0.93
E_HOMO, eV: -8.921
Kohn-Sham gap, eV: 9.856

Here are the Mulliken charges for atoms 1 to 2, given in e: -0.6025, -0.2594

four) Below is C6H9NO as an isolated structure, with properties calculated with ωB97M-V/def2-TZVPD.

Cartesian coordinates (Å):
1 C -0.45 1.22 0.00
2 C -0.16 -0.23 -0.44
3 C -1.18 -1.08 -0.48
4 C -2.69 -0.75 0.04
5 C 1.98 -0.16 0.61
6 C 2.30 0.16 -0.80
7 H -1.75 1.52 -0.18
8 H 0.34 2.14 -0.30
9 H -0.48 0.77 1.42
10 H -0.91 -2.22 -0.17
11 H -3.36 -1.72 0.75
12 H 2.32 -0.86 1.42
13 H 1.02 0.60 1.09
14 H 1.68 1.18 -0.88
15 H 3.13 -0.34 -1.08
16 N 1.20 -0.82 -0.53
17 O -2.96 0.58 -0.47

Output
LUMO energy, eV: -0.93
E_HOMO, eV: -8.913
Kohn-Sham gap, eV: 7.980

Here are the Mulliken charges for atoms 1 to 2, given in e: -1.1785, 0.6540

Least stable of them? four).

one) Below is an isolated ion of composition C10H12N and charge +1, with properties calculated with ωB97M-V/def2-TZVPD.

Cartesian coordinates (Å):
1 C 2.74 -0.11 -0.98
2 C 2.84 -0.31 0.34
3 C -0.47 -0.41 2.13
4 C 0.93 -0.70 2.09
5 C 1.35 0.23 -1.47
6 C -1.26 -0.01 1.14
7 C 1.64 -0.39 1.02
8 C 0.41 0.03 -0.58
9 C -1.78 -0.84 -1.04
10 C -1.43 1.46 -0.61
11 N -0.94 0.11 -0.27
12 H 3.42 -0.10 -1.79
13 H 3.87 -0.52 0.74
14 H -0.78 -0.52 3.18
15 H 1.25 -0.99 3.07
16 H 1.39 0.50 -2.54
17 H -2.22 0.27 1.21
18 H -1.53 -1.80 -0.68
19 H -2.88 -0.63 -1.09
20 H -1.62 -0.94 -2.04
21 H -2.37 1.64 -0.22
22 H -0.95 2.30 -0.07
23 H -1.60 1.74 -1.56

Output
Total charge: +1
LUMO energy, eV: -4.36
E_HOMO, eV: -12.483
Kohn-Sham gap, eV: 8.127

Here are the Mulliken charges for atoms 1 to 2, given in e: -0.1327, -0.9621

two) Below is an isolated ion of composition C10H12N and charge +1, with properties calculated with ωB97M-V/def2-TZVPD.

Cartesian coordinates (Å):
1 C 3.11 -1.11 0.15
2 C 2.02 -1.97 0.23
3 C 2.97 0.20 -0.02
4 C 0.81 -1.38 0.20
5 C 1.73 0.85 0.02
6 C -1.84 -0.24 -0.08
7 C -3.13 -0.53 0.26
8 C -0.68 0.49 0.16
9 C 1.53 2.27 -0.32
10 C -4.53 -0.22 -0.02
11 N 0.64 0.02 0.13
12 H 4.05 -1.43 0.31
13 H 2.14 -3.10 0.18
14 H 3.96 0.75 -0.13
15 H -0.10 -1.98 0.23
16 H -1.80 -1.01 -0.86
17 H -0.97 1.37 0.73
18 H 0.80 2.20 -1.21
19 H 1.22 2.75 0.58
20 H 2.48 2.74 -0.68
21 H -4.62 0.64 -0.64
22 H -4.74 -0.12 1.07
23 H -5.06 -1.17 -0.28

Output
Total charge: +1
LUMO energy, eV: -4.01
E_HOMO, eV: -11.218
Kohn-Sham gap, eV: 7.207

Here are the Mulliken charges for atoms 1 to 2, given in e: -0.3581, -0.7242

three) Below is an isolated ion of composition C10H12N and charge +1, with properties calculated with ωB97M-V/def2-TZVPD.

Cartesian coordinates (Å):
1 C 1.51 1.85 0.44
2 C 0.19 1.61 -0.10
3 C 2.40 0.75 0.44
4 C -0.20 0.33 -0.54
5 C 0.71 -0.69 -0.51
6 C 1.96 -0.51 0.01
7 C -1.58 0.23 -1.04
8 C -3.87 -0.37 0.31
9 C -2.84 -0.74 0.95
10 C 3.02 -1.52 0.07
11 N -2.58 0.43 0.11
12 H 1.69 2.85 0.68
13 H -0.52 2.39 -0.33
14 H 3.37 0.69 0.93
15 H -2.02 0.93 -1.76
16 H -1.93 -0.82 -1.41
17 H 0.43 -1.83 -0.76
18 H -4.82 -0.05 0.07
19 H -2.09 -1.45 1.46
20 H 4.08 -1.08 0.05
21 H 2.93 -2.10 1.10
22 H 2.84 -2.37 -0.71
23 H -2.69 1.45 0.55

Output
Total charge: +1
LUMO energy, eV: -3.97
E_HOMO, eV: -12.356
Kohn-Sham gap, eV: 8.390

Here are the Mulliken charges for atoms 1 to 2, given in e: -0.8544, -0.8230

four) Below is an isolated ion of composition C10H12N and charge +1, with properties calculated with ωB97M-V/def2-TZVPD.

Cartesian coordinates (Å):
1 C 0.03 -2.63 1.50
2 C 0.03 -2.74 0.14
3 C 0.19 -1.40 2.14
4 C -0.02 -1.49 -0.62
5 C 0.23 -0.21 1.40
6 C -0.05 -0.28 0.01
7 C 0.21 1.16 1.83
8 C 0.25 2.08 0.84
9 C -0.13 1.05 -0.67
10 C 0.94 1.28 -1.68
11 N -1.44 1.39 -1.33
12 H -0.03 -3.45 2.23
13 H 0.14 -3.76 -0.18
14 H 0.39 -1.45 3.25
15 H -0.05 -1.62 -1.62
16 H 0.56 1.23 2.85
17 H 0.12 3.09 0.49
18 H 1.16 2.29 -1.91
19 H 0.69 0.47 -2.54
20 H 1.87 0.86 -1.37
21 H -0.97 1.90 -2.15
22 H -2.26 1.79 -0.87
23 H -1.85 0.45 -1.77

Output
Total charge: +1
LUMO energy, eV: -3.66
E_HOMO, eV: -12.193
Kohn-Sham gap, eV: 8.533

Here are the Mulliken charges for atoms 1 to 2, given in e: -0.3222, -1.0629

Least stable of them? one).

one) Below is one molecule with the formula C2H7N3S, with properties calculated with ωB97M-V/def2-TZVPD.

Cartesian coordinates (Å):
1 C -2.25 -0.37 -1.39
2 C 1.49 -0.07 -0.44
3 H -3.27 -0.24 -1.03
4 H -2.14 -1.44 -1.67
5 H -2.07 0.31 -2.20
6 H 2.32 -0.26 -1.08
7 H 2.92 0.30 0.98
8 H 0.46 1.12 1.95
9 H 0.64 -0.52 2.04
10 N 0.33 -0.29 -0.93
11 N 1.89 0.39 0.79
12 N 1.14 0.35 1.97
13 S -1.12 0.01 -0.05

Output
LUMO energy, eV: 0.95
E_HOMO, eV: -7.883
Kohn-Sham gap, eV: 8.829

Here are the Mulliken charges for atoms 1 to 2, given in e: -0.8108, 0.0659

two) Below is one molecule with the formula C2H7N3S, with properties calculated with ωB97M-V/def2-TZVPD.

Cartesian coordinates (Å):
1 C -3.25 -0.21 -0.06
2 C 0.10 0.66 -0.10
3 H -3.56 0.90 0.34
4 H -4.00 -1.01 0.50
5 H -3.40 -0.22 -1.27
6 H -1.68 -1.13 0.98
7 H 0.68 1.63 -0.24
8 H 0.56 -1.33 -0.56
9 H 2.78 0.12 1.33
10 N -1.86 -0.40 0.08
11 N -1.24 0.85 0.09
12 N 0.92 -0.51 -0.13
13 S 2.67 -0.08 -0.03

Output
LUMO energy, eV: 0.44
E_HOMO, eV: -7.956
Kohn-Sham gap, eV: 8.401

Here are the Mulliken charges for atoms 1 to 2, given in e: -0.6565, -0.0634

Least stable of them? two).

one) Below is a 3-piece molecular cluster, C3H10O4 overall, with properties calculated with ωB97M-V/def2-TZVPD.

Cartesian coordinates (Å):
1 O 0.09 0.62 1.04
2 C 0.26 -0.31 0.30
3 O 1.49 -0.75 -0.07
4 C -0.82 -1.30 -0.09
5 C -1.03 -2.33 1.00
6 H 2.04 0.05 0.04
7 H -1.69 -0.69 -0.34
8 H -0.51 -1.81 -1.01
9 H -0.21 -2.39 1.74
10 H -1.96 -2.12 1.56
11 H -1.17 -3.35 0.65
12 H 2.63 3.10 0.23
13 H 1.35 3.83 0.58
14 O 1.86 3.52 -0.17
15 H -1.26 0.85 -1.38
16 H -0.09 1.66 -1.99
17 O -0.99 1.41 -2.09

Output
LUMO energy, eV: 0.40
E_HOMO, eV: -10.790
Kohn-Sham gap, eV: 11.194

Here are the Mulliken charges for atoms 1 to 2, given in e: -0.5005, 0.2988

two) Below is a 3-piece molecular cluster, C3H10O4 overall, with properties calculated with ωB97M-V/def2-TZVPD.

Cartesian coordinates (Å):
1 O 1.09 -1.48 -0.57
2 C 1.00 -0.30 -0.93
3 O 1.81 0.61 -0.36
4 C 0.24 0.27 -2.31
5 C -0.85 -0.62 -2.89
6 H 2.06 0.14 0.41
7 H -0.23 1.40 -1.92
8 H 1.10 0.33 -3.05
9 H -0.70 -1.63 -3.17
10 H -1.66 -0.60 -2.09
11 H -1.27 -0.11 -3.81
12 H 1.70 2.37 6.16
13 H 0.36 2.49 7.01
14 O 1.32 2.79 6.90
15 H -1.25 -1.61 0.05
16 H -2.58 -2.36 0.02
17 O -2.14 -1.69 0.55

Output
LUMO energy, eV: 0.51
E_HOMO, eV: -10.759
Kohn-Sham gap, eV: 11.272

Here are the Mulliken charges for atoms 1 to 2, given in e: -0.5841, 0.4608

three) Below is a 3-piece molecular cluster, C3H10O4 overall, with properties calculated with ωB97M-V/def2-TZVPD.

Cartesian coordinates (Å):
1 O 1.27 0.95 0.45
2 C 0.60 0.00 0.43
3 O 0.70 -1.00 1.37
4 C -0.41 -0.52 -0.63
5 C -0.93 0.48 -1.60
6 H 1.32 -0.77 2.08
7 H -1.28 -1.19 -0.15
8 H 0.23 -1.24 -1.21
9 H -1.97 0.70 -1.23
10 H -0.82 0.15 -2.57
11 H -0.37 1.50 -1.55
12 H 0.92 -2.90 0.51
13 H 0.45 -3.72 -0.72
14 O 1.24 -3.30 -0.34
15 H 0.49 3.69 1.69
16 H -1.10 3.75 1.99
17 O -0.34 3.41 1.47

Output
LUMO energy, eV: 0.63
E_HOMO, eV: -10.573
Kohn-Sham gap, eV: 11.204

Here are the Mulliken charges for atoms 1 to 2, given in e: -0.4897, 0.4834

four) Below is a 3-piece molecular cluster, C3H10O4 overall, with properties calculated with ωB97M-V/def2-TZVPD.

Cartesian coordinates (Å):
1 O 0.02 0.18 -1.34
2 C -0.50 0.35 -0.26
3 O -1.10 1.52 0.18
4 C 0.09 -0.37 0.95
5 C 1.21 0.45 1.32
6 H -0.64 1.56 1.03
7 H 0.46 -1.42 0.63
8 H -0.81 -0.55 1.56
9 H 1.02 1.13 2.10
10 H 1.47 1.08 0.46
11 H 1.97 -0.32 1.60
12 H -5.00 -0.26 0.16
13 H -3.55 0.27 0.14
14 O -4.08 -0.58 0.33
15 H 2.62 -0.66 -2.55
16 H 3.44 -1.23 -3.62
17 O 3.40 -1.15 -2.68

Output
LUMO energy, eV: 0.50
E_HOMO, eV: -10.475
Kohn-Sham gap, eV: 10.972

Here are the Mulliken charges for atoms 1 to 2, given in e: -0.5049, 0.4660

Least stable of them? four).

one) Below is a 2-piece molecular cluster, C2H7NS2 overall, with properties calculated with ωB97M-V/def2-TZVPD.

Cartesian coordinates (Å):
1 S -0.35 1.48 -1.05
2 S -1.31 1.57 0.85
3 H -1.22 0.71 -1.73
4 H -1.16 0.34 1.29
5 C 2.38 -1.90 -0.15
6 C -0.09 -2.13 0.19
7 N 1.15 -2.34 0.72
8 H 3.25 -2.52 0.13
9 H 2.11 -2.05 -1.26
10 H 2.57 -0.78 0.02
11 H -0.66 -1.22 0.25
12 H -0.19 -2.72 -0.77

Output
LUMO energy, eV: -0.58
E_HOMO, eV: -8.085
Kohn-Sham gap, eV: 7.507

Here are the Mulliken charges for atoms 1 to 2, given in e: -0.1794, -0.1288

two) Below is one molecule with the formula C2H7NS2, with properties calculated with ωB97M-V/def2-TZVPD.

Cartesian coordinates (Å):
1 C 0.04 -1.53 0.75
2 C 0.63 -0.69 -0.42
3 N 0.65 0.74 -0.18
4 S -1.39 2.36 -1.40
5 S -1.00 1.49 0.46
6 H -0.78 -2.10 0.34
7 H 0.68 -2.29 1.24
8 H -0.21 -0.74 1.50
9 H 1.64 -0.89 -0.67
10 H 0.07 -0.95 -1.36
11 H 1.12 0.96 0.73
12 H -1.44 3.64 -0.99

Output
LUMO energy, eV: 0.45
E_HOMO, eV: -8.778
Kohn-Sham gap, eV: 9.230

Here are the Mulliken charges for atoms 1 to 2, given in e: -0.7666, -0.2155

three) Below is one molecule with the formula C2H7NS2, with properties calculated with ωB97M-V/def2-TZVPD.

Cartesian coordinates (Å):
1 C 0.84 1.23 0.37
2 C 0.12 0.02 -0.20
3 N -0.78 -0.64 0.65
4 S 1.30 -1.30 -0.83
5 S -2.15 -1.58 -0.01
6 H 0.24 1.44 1.33
7 H 0.72 1.98 -0.29
8 H 1.92 1.11 0.52
9 H -0.45 0.24 -1.12
10 H -0.23 -1.14 1.36
11 H 1.36 -0.87 -2.22
12 H -2.89 -0.50 0.44

Output
LUMO energy, eV: 0.63
E_HOMO, eV: -8.831
Kohn-Sham gap, eV: 9.463

Here are the Mulliken charges for atoms 1 to 2, given in e: -1.0820, 0.0857

four) Below is a 2-piece molecular cluster, C2H7NS2 overall, with properties calculated with ωB97M-V/def2-TZVPD.

Cartesian coordinates (Å):
1 C 2.46 -0.88 0.68
2 N 2.53 -0.13 -0.37
3 H 1.59 -1.57 0.86
4 H 3.27 -0.98 1.44
5 H 3.51 -0.08 -0.65
6 C -0.84 0.68 -1.80
7 S -1.05 -0.57 -0.46
8 S -1.06 0.68 1.24
9 H -1.67 0.61 -2.49
10 H 0.13 0.34 -2.20
11 H -0.65 1.73 -1.44
12 H 0.20 0.24 1.42

Output
LUMO energy, eV: 0.57
E_HOMO, eV: -8.620
Kohn-Sham gap, eV: 9.189

Here are the Mulliken charges for atoms 1 to 2, given in e: -0.3918, -0.3785

Least stable of them? one).

one) Below is one molecule with the formula C7H10O, with properties calculated with ωB97M-V/def2-TZVPD.

Cartesian coordinates (Å):
1 C -2.21 0.35 -0.14
2 C -1.10 -0.67 0.07
3 C 0.06 -0.19 -0.82
4 C 1.16 -1.01 -0.34
5 C 2.25 -0.43 0.18
6 C 1.83 0.95 0.30
7 C 0.55 1.11 -0.28
8 H -3.33 0.29 0.41
9 H -2.05 1.48 0.14
10 H -2.26 0.43 -1.25
11 H -1.41 -1.77 -0.36
12 H 0.23 -0.73 1.47
13 H -0.04 -0.07 -1.78
14 H 1.39 -1.91 -0.77
15 H 3.13 -0.93 0.43
16 H 2.44 1.50 1.17
17 H 0.14 2.06 0.23
18 O -0.79 -0.45 1.33

Output
LUMO energy, eV: 0.61
E_HOMO, eV: -8.684
Kohn-Sham gap, eV: 9.299

Here are the Mulliken charges for atoms 1 to 2, given in e: -1.2267, 0.4726

two) Below is one molecule with the formula C7H10O, with properties calculated with ωB97M-V/def2-TZVPD.

Cartesian coordinates (Å):
1 C 0.62 -0.65 1.43
2 C 1.69 -0.25 0.36
3 C 0.94 -0.08 -1.04
4 C -0.23 0.71 -1.01
5 C -1.22 -0.14 -0.13
6 C -2.08 -0.23 1.15
7 C -0.65 0.08 1.22
8 H 0.40 -1.82 1.45
9 H 0.82 -0.15 2.47
10 H 1.93 0.73 0.99
11 H 2.50 -1.11 0.43
12 H 0.50 -0.97 -1.61
13 H -0.15 1.99 -0.99
14 H -1.13 -1.21 -0.62
15 H -2.39 -1.26 0.90
16 H -2.56 0.71 1.49
17 H -0.53 1.10 1.48
18 O 0.77 0.67 -2.23

Output
LUMO energy, eV: 0.92
E_HOMO, eV: -8.604
Kohn-Sham gap, eV: 9.523

Here are the Mulliken charges for atoms 1 to 2, given in e: -0.7349, -0.3870

three) Below is one molecule with the formula C7H10O, with properties calculated with ωB97M-V/def2-TZVPD.

Cartesian coordinates (Å):
1 C -2.56 0.27 0.68
2 C -1.76 0.68 -0.26
3 C 0.12 -1.10 0.31
4 C 1.68 -0.91 0.12
5 C -0.39 0.19 -0.48
6 C 1.95 0.52 -0.15
7 C 0.72 1.23 -0.44
8 O 1.30 1.36 0.78
9 H -3.60 0.49 0.62
10 H -2.13 -0.44 1.32
11 H -2.25 1.29 -0.95
12 H -0.22 -2.11 -0.08
13 H -0.09 -1.15 1.41
14 H 2.23 -1.43 1.01
15 H 1.84 -1.54 -0.70
16 H -0.57 -0.15 -1.60
17 H 3.02 0.67 -0.55
18 H 0.72 2.11 -1.04

Output
LUMO energy, eV: 1.05
E_HOMO, eV: -9.570
Kohn-Sham gap, eV: 10.623

Here are the Mulliken charges for atoms 1 to 2, given in e: -0.8688, -0.6002

four) Below is one molecule with the formula C7H10O, with properties calculated with ωB97M-V/def2-TZVPD.

Cartesian coordinates (Å):
1 C -0.14 0.60 -0.66
2 C -0.69 -0.64 -0.15
3 C 1.05 1.22 0.14
4 C -1.54 1.33 -0.12
5 C -1.75 -0.10 0.42
6 C 2.33 0.60 -0.46
7 C -0.05 -2.01 -0.19
8 O 2.60 -0.52 0.21
9 H 0.04 0.63 -1.79
10 H 1.08 2.28 -0.08
11 H 0.95 1.06 1.24
12 H -2.30 1.80 -0.77
13 H -1.26 2.07 0.74
14 H -2.60 -0.56 0.99
15 H 0.71 -1.83 -1.00
16 H -0.75 -2.77 -0.31
17 H 0.36 -2.43 0.79
18 H 1.95 -0.73 0.99

Output
LUMO energy, eV: 0.80
E_HOMO, eV: -8.628
Kohn-Sham gap, eV: 9.432

Here are the Mulliken charges for atoms 1 to 2, given in e: 0.5817, 0.2178

Least stable of them? two).